[1]
Below is C42H55N4O4P2Sr as an isolated structure, with properties calculated with ωB97M-V/def2-TZVPD.

```
108
C42H55N4O4P2Sr, DFT ωB97M-V/def2-TZVPD
Sr 0.719 -0.223 0.944
O -5.305 -1.310 4.344
C -4.590 -2.400 3.800
C -3.669 -1.900 2.726
C -2.947 -2.796 1.950
C -2.074 -2.301 1.001
N -1.885 -0.998 0.778
C -2.607 -0.139 1.509
C -3.500 -0.545 2.487
C -2.404 1.315 1.219
C -3.456 2.216 1.334
C -3.242 3.547 1.019
C -4.342 4.575 1.146
O -5.617 4.011 1.367
C -1.971 3.921 0.595
C -0.983 2.960 0.521
N -1.183 1.676 0.829
H -5.837 -1.618 5.083
H -5.264 -3.144 3.365
H -3.987 -2.903 4.563
H -3.050 -3.866 2.085
H -1.494 -2.977 0.384
H -4.046 0.177 3.077
H -4.438 1.888 1.646
H -4.331 5.228 0.270
H -4.123 5.204 2.011
H -6.022 3.795 0.522
H -1.751 4.946 0.319
H 0.019 3.223 0.195
N -0.645 1.156 -2.354
C 0.033 2.252 -2.897
C -0.662 3.168 -3.697
C -0.009 4.245 -4.263
C 1.357 4.431 -4.067
C 2.042 3.541 -3.264
C 1.392 2.474 -2.637
P 2.297 1.369 -1.514
C 3.730 0.905 -2.545
C 3.444 0.139 -3.677
C 4.461 -0.304 -4.506
C 5.783 0.013 -4.209
C 6.073 0.782 -3.094
C 5.051 1.231 -2.264
C 3.012 2.482 -0.244
C 2.732 3.842 -0.141
C 3.290 4.602 0.882
C 4.144 4.016 1.804
C 4.419 2.656 1.723
C 3.840 1.893 0.720
H -0.108 0.303 -2.313
H -1.558 0.992 -2.751
H -1.717 3.008 -3.893
H -0.565 4.933 -4.888
H 1.875 5.256 -4.538
H 3.107 3.673 -3.104
H 2.413 -0.101 -3.922
H 4.226 -0.893 -5.383
H 6.582 -0.333 -4.852
H 7.099 1.043 -2.868
H 5.297 1.839 -1.401
H 2.084 4.320 -0.864
H 3.066 5.660 0.945
H 4.591 4.615 2.588
H 5.072 2.185 2.447
H 4.041 0.827 0.694
N 1.208 1.992 2.809
C 0.813 1.710 4.207
C 1.518 0.436 4.692
C 1.412 -0.529 3.533
O 0.270 -0.997 3.261
O 2.401 -0.647 2.754
H 2.221 2.042 2.765
H 0.868 2.909 2.540
H -0.265 1.542 4.222
H 1.038 2.541 4.879
H 1.013 0.050 5.577
H 2.566 0.632 4.918
C 4.458 -4.225 0.449
C 3.688 -2.907 0.397
C 4.517 -1.811 -0.281
P 1.989 -2.865 -0.333
C 1.083 -4.375 0.241
C 1.051 -4.356 1.773
C 1.476 -5.749 -0.300
C 2.158 -2.961 -2.171
C 3.137 -3.954 -2.796
C 0.760 -3.105 -2.780
H 5.451 -4.044 0.869
H 4.596 -4.667 -0.538
H 3.969 -4.962 1.085
H 3.505 -2.574 1.425
H 4.819 -2.089 -1.294
H 5.425 -1.613 0.294
H 3.962 -0.874 -0.363
H 0.061 -4.187 -0.105
H 2.040 -4.553 2.194
H 0.380 -5.137 2.140
H 0.709 -3.400 2.180
H 2.517 -5.997 -0.106
H 1.305 -5.827 -1.373
H 0.860 -6.514 0.181
H 2.519 -1.958 -2.416
H 2.897 -4.988 -2.549
H 4.163 -3.763 -2.484
H 3.107 -3.862 -3.886
H 0.352 -4.104 -2.608
H 0.797 -2.949 -3.860
H 0.051 -2.385 -2.359
```

For the frontier orbital gap, the calculation gives 8.3813 eV. Its charge is +1.



[2]
Below is a 8-piece molecular cluster, C31H40Br2O24 overall in a non-equilibrium geometry, with properties calculated with ωB97M-V/def2-TZVPD.

```
97
C31H40Br2O24, DFT ωB97M-V/def2-TZVPD
C 1.363 -6.313 0.721
C 0.342 -7.030 -0.307
Br 0.287 -8.974 0.254
C -1.180 -6.469 -0.153
C -1.479 -5.195 -1.066
C -2.761 -4.773 -1.514
C -4.230 -5.357 -1.301
C -4.676 -5.525 0.229
C -6.009 -6.476 0.206
Br -5.300 -3.797 1.063
C -2.648 -3.484 -2.442
O -3.542 -2.958 -3.156
O -1.288 -3.052 -2.353
C -0.519 -4.119 -1.744
O 0.736 -4.123 -1.785
H 0.850 -6.072 1.723
H 2.270 -6.976 0.940
H 1.727 -5.319 0.281
H 0.711 -7.016 -1.391
H -1.943 -7.306 -0.375
H -1.299 -6.151 0.944
H -4.998 -4.651 -1.802
H -4.263 -6.398 -1.801
H -3.908 -6.026 0.908
H -6.800 -6.136 0.965
H -6.472 -6.328 -0.847
H -5.703 -7.571 0.315
C -3.482 0.039 3.767
C -3.535 -0.925 4.909
O -4.876 -1.402 4.867
C -5.320 -1.227 3.593
O -6.350 -1.674 3.167
O -4.445 -0.483 2.861
H -2.495 0.082 3.303
H -3.782 1.051 4.057
H -2.855 -1.770 4.775
H -3.324 -0.449 5.868
C 0.717 -0.765 -3.984
C 1.705 -1.628 -4.704
O 2.538 -0.682 -5.360
C 2.443 0.484 -4.666
O 3.145 1.441 -4.849
O 1.451 0.427 -3.736
H 0.376 -1.213 -3.049
H -0.154 -0.522 -4.599
H 2.317 -2.225 -4.021
H 1.229 -2.294 -5.426
C 2.637 4.714 -5.475
C 1.426 4.390 -6.295
O 0.646 5.574 -6.198
C 1.500 6.594 -5.910
O 1.197 7.754 -5.924
O 2.742 6.127 -5.604
H 3.536 4.221 -5.848
H 2.507 4.463 -4.419
H 1.668 4.211 -7.347
H 0.879 3.530 -5.906
C 5.464 6.995 -4.094
C 6.253 7.670 -5.172
O 7.591 7.296 -4.872
C 7.533 6.142 -4.152
O 8.485 5.466 -3.879
O 6.255 5.855 -3.782
H 4.470 6.698 -4.429
H 5.367 7.614 -3.197
H 5.998 7.302 -6.171
H 6.139 8.756 -5.155
C 1.899 -1.831 4.376
C 1.292 -2.003 5.735
O -0.103 -1.967 5.470
C -0.273 -2.329 4.170
O -1.337 -2.563 3.667
O 0.918 -2.391 3.515
H 2.850 -2.354 4.274
H 2.042 -0.779 4.111
H 1.542 -2.968 6.186
H 1.578 -1.206 6.424
C 3.481 9.010 -0.516
C 2.827 10.358 -0.530
O 3.834 11.198 -1.073
C 4.666 10.406 -1.803
O 5.525 10.816 -2.531
O 4.395 9.086 -1.601
H 2.767 8.198 -0.666
H 4.041 8.825 0.405
H 1.949 10.391 -1.182
H 2.539 10.692 0.468
C -5.184 -3.323 8.633
C -4.210 -4.196 7.903
O -3.382 -3.259 7.230
C -3.460 -2.089 7.919
O -2.753 -1.134 7.720
O -4.439 -2.135 8.863
H -5.514 -3.763 9.575
H -6.062 -3.079 8.028
H -3.592 -4.793 8.581
H -4.700 -4.863 7.191
```

For the frontier orbital gap, the calculation gives 8.6500 eV.



Please write out number 2 again, unchanged.
Below is a 8-piece molecular cluster, C31H40Br2O24 overall in a non-equilibrium geometry, with properties calculated with ωB97M-V/def2-TZVPD.

```
97
C31H40Br2O24, DFT ωB97M-V/def2-TZVPD
C 1.363 -6.313 0.721
C 0.342 -7.030 -0.307
Br 0.287 -8.974 0.254
C -1.180 -6.469 -0.153
C -1.479 -5.195 -1.066
C -2.761 -4.773 -1.514
C -4.230 -5.357 -1.301
C -4.676 -5.525 0.229
C -6.009 -6.476 0.206
Br -5.300 -3.797 1.063
C -2.648 -3.484 -2.442
O -3.542 -2.958 -3.156
O -1.288 -3.052 -2.353
C -0.519 -4.119 -1.744
O 0.736 -4.123 -1.785
H 0.850 -6.072 1.723
H 2.270 -6.976 0.940
H 1.727 -5.319 0.281
H 0.711 -7.016 -1.391
H -1.943 -7.306 -0.375
H -1.299 -6.151 0.944
H -4.998 -4.651 -1.802
H -4.263 -6.398 -1.801
H -3.908 -6.026 0.908
H -6.800 -6.136 0.965
H -6.472 -6.328 -0.847
H -5.703 -7.571 0.315
C -3.482 0.039 3.767
C -3.535 -0.925 4.909
O -4.876 -1.402 4.867
C -5.320 -1.227 3.593
O -6.350 -1.674 3.167
O -4.445 -0.483 2.861
H -2.495 0.082 3.303
H -3.782 1.051 4.057
H -2.855 -1.770 4.775
H -3.324 -0.449 5.868
C 0.717 -0.765 -3.984
C 1.705 -1.628 -4.704
O 2.538 -0.682 -5.360
C 2.443 0.484 -4.666
O 3.145 1.441 -4.849
O 1.451 0.427 -3.736
H 0.376 -1.213 -3.049
H -0.154 -0.522 -4.599
H 2.317 -2.225 -4.021
H 1.229 -2.294 -5.426
C 2.637 4.714 -5.475
C 1.426 4.390 -6.295
O 0.646 5.574 -6.198
C 1.500 6.594 -5.910
O 1.197 7.754 -5.924
O 2.742 6.127 -5.604
H 3.536 4.221 -5.848
H 2.507 4.463 -4.419
H 1.668 4.211 -7.347
H 0.879 3.530 -5.906
C 5.464 6.995 -4.094
C 6.253 7.670 -5.172
O 7.591 7.296 -4.872
C 7.533 6.142 -4.152
O 8.485 5.466 -3.879
O 6.255 5.855 -3.782
H 4.470 6.698 -4.429
H 5.367 7.614 -3.197
H 5.998 7.302 -6.171
H 6.139 8.756 -5.155
C 1.899 -1.831 4.376
C 1.292 -2.003 5.735
O -0.103 -1.967 5.470
C -0.273 -2.329 4.170
O -1.337 -2.563 3.667
O 0.918 -2.391 3.515
H 2.850 -2.354 4.274
H 2.042 -0.779 4.111
H 1.542 -2.968 6.186
H 1.578 -1.206 6.424
C 3.481 9.010 -0.516
C 2.827 10.358 -0.530
O 3.834 11.198 -1.073
C 4.666 10.406 -1.803
O 5.525 10.816 -2.531
O 4.395 9.086 -1.601
H 2.767 8.198 -0.666
H 4.041 8.825 0.405
H 1.949 10.391 -1.182
H 2.539 10.692 0.468
C -5.184 -3.323 8.633
C -4.210 -4.196 7.903
O -3.382 -3.259 7.230
C -3.460 -2.089 7.919
O -2.753 -1.134 7.720
O -4.439 -2.135 8.863
H -5.514 -3.763 9.575
H -6.062 -3.079 8.028
H -3.592 -4.793 8.581
H -4.700 -4.863 7.191
```

For the frontier orbital gap, the calculation gives 8.6500 eV.